Molecular formula: C31H25Br2N2O6PbS
Method: DFT, wB97M-V/def2-TZVPD

The energy comes out at -203979.657 eV. The multiplicity is 1. Its relative energy (zero: lowest compared OMol25 entry of this formula, charge and spin) is 40.2 kJ/mol. As for the charge: +1. The value obtained for the HOMO energy (alpha / beta) is -0.3921 / -0.3920 Eh.

CARTESIAN COORDINATES (ANGSTROEM)
Pb (-0.39080, -0.48282, -0.62530)
C (4.48467, -0.43303, -0.15243)
C (3.15113, 0.16788, -0.48942)
O (2.13536, -0.33964, -0.04945)
C (3.10663, 1.39689, -1.34565)
C (4.14190, 2.28830, -1.31135)
C (4.10661, 3.48667, -2.05379)
C (3.01138, 3.79917, -2.86878)
C (1.96011, 2.93056, -2.95012)
C (1.96227, 1.68136, -2.21231)
O (1.02636, 0.87797, -2.37100)
H (4.31861, -1.42725, 0.25495)
H (4.98917, 0.17781, 0.60078)
H (5.13079, -0.48242, -1.02868)
H (5.00380, 2.08981, -0.68800)
H (4.93977, 4.17289, -1.98630)
H (3.00614, 4.72109, -3.43384)
H (1.09577, 3.12054, -3.57204)
Br (-3.22475, -1.84931, -1.25171)
C (-3.09522, -1.09937, -3.04276)
Br (-1.34364, -1.30098, -3.81600)
H (-3.31925, -0.04333, -2.96097)
H (-3.80462, -1.64033, -3.65285)
O (-2.50363, 1.79337, -1.17040)
S (-2.41670, 2.40494, 0.12658)
O (-1.73137, 3.65754, 0.27925)
N (-1.65453, 1.23147, 1.02369)
C (-1.20817, 1.39614, 2.24751)
C (-1.44184, 2.53691, 3.08308)
C (-1.02371, 2.55492, 4.39519)
C (-0.35152, 1.46936, 4.93514)
C (-0.04170, 0.32821, 4.14693)
C (0.66369, -0.77357, 4.67253)
C (0.95859, -1.82571, 3.85547)
C (0.56769, -1.77531, 2.50711)
N (-0.11255, -0.75775, 1.99855)
C (-0.43188, 0.27875, 2.80286)
C (-4.01881, 2.50967, 0.81997)
C (-4.84812, 1.39455, 0.74728)
C (-6.12320, 1.48164, 1.27755)
C (-6.55733, 2.67011, 1.85451)
C (-5.72308, 3.77728, 1.90878)
C (-4.43839, 3.70420, 1.39030)
H (-1.96726, 3.38294, 2.67143)
H (-1.23024, 3.41992, 5.01031)
H (-0.04625, 1.48099, 5.97402)
H (0.96456, -0.76642, 5.71315)
H (1.50131, -2.68831, 4.21505)
H (0.84663, -2.55951, 1.80523)
H (-4.49956, 0.48303, 0.27808)
H (-6.78341, 0.62597, 1.23401)
H (-7.55947, 2.73406, 2.25732)
H (-6.07376, 4.70124, 2.34829)
H (-3.77559, 4.55921, 1.40355)
O (1.66441, -3.35207, 0.37544)
C (1.14788, -3.35370, -0.73879)
O (0.11041, -2.64282, -1.06258)
C (1.71568, -4.18939, -1.83587)
C (2.12098, -3.58919, -3.02457)
C (2.67038, -4.34918, -4.04591)
C (2.79403, -5.72427, -3.89596)
C (2.37790, -6.32915, -2.71836)
C (1.85028, -5.56424, -1.68827)
H (1.99636, -2.51865, -3.14934)
H (2.99398, -3.87405, -4.96333)
H (3.21088, -6.32222, -4.69574)
H (2.47040, -7.40102, -2.60066)
H (1.54384, -6.03235, -0.76134)

=====

Molecular formula: C31H25BrCoF6N7OSb
Method: DFT, wB97M-V/def2-TZVPD

The energy comes out at -175537.471 eV. The multiplicity is 1. Its relative energy (zero: lowest compared OMol25 entry of this formula, charge and spin) is 321.6 kJ/mol. As for the charge: +1. The value obtained for the HOMO energy (alpha / beta) is -0.3617 / -0.3617 Eh.

CARTESIAN COORDINATES (ANGSTROEM)
Co (0.75026, -0.41949, 1.12024)
Br (-4.53321, 1.77601, 5.62708)
C (-3.17658, 0.92588, 4.64349)
C (-3.26524, -0.49526, 4.45117)
C (-2.33201, -1.17439, 3.74996)
C (-1.22311, -0.50429, 3.12813)
O (-0.42419, -1.19790, 2.44259)
C (-1.10512, 0.93969, 3.38289)
C (0.02684, 1.64248, 3.07909)
N (1.03772, 1.06711, 2.38576)
C (2.29283, 1.42955, 2.41998)
C (2.82614, 2.69603, 2.86359)
C (4.14208, 2.91095, 2.79856)
C (5.13985, 1.88388, 2.36122)
C (4.56011, 0.53678, 2.04172)
C (5.37206, -0.56441, 1.77098)
C (4.77451, -1.77484, 1.53521)
C (3.37957, -1.86830, 1.51984)
N (2.60212, -0.82664, 1.73821)
C (3.19920, 0.36164, 2.01413)
C (-2.13393, 1.60896, 4.14493)
H (-4.10580, -1.02055, 4.88579)
H (-2.40034, -2.24343, 3.60299)
H (0.14514, 2.64920, 3.47299)
H (2.15345, 3.48505, 3.16891)
H (4.55262, 3.88274, 3.04463)
H (5.89442, 1.77416, 3.14928)
H (6.44861, -0.45672, 1.74921)
H (5.35863, -2.65938, 1.32951)
H (2.89590, -2.80291, 1.30016)
H (-2.03758, 2.67466, 4.30842)
C (-2.81639, 2.91914, -1.29227)
C (-1.38793, 2.39982, -1.44722)
C (-1.04240, 1.38290, -0.46807)
N (-0.73457, 0.55687, 0.26380)
H (-3.00440, 3.67243, -2.05431)
H (-2.97621, 3.37615, -0.31613)
H (-3.54291, 2.11706, -1.42138)
H (-0.62478, 3.17482, -1.35645)
H (-1.18845, 1.94371, -2.42094)
F (1.66471, 0.52839, -0.10189)
Sb (3.00472, 0.93335, -2.13470)
F (1.04555, 1.61672, -2.62694)
F (2.09460, -0.73587, -2.52261)
F (3.88132, 0.66592, -3.83874)
F (4.21003, -0.27356, -1.01463)
F (5.79558, 2.38855, 1.25008)
N (1.59003, -2.54177, -0.53068)
C (0.60601, -1.94036, -0.06787)
H (1.40220, -3.26257, -1.22798)
C (-2.34375, -4.19916, -0.32389)
C (-1.12073, -3.67666, 0.00833)
N (-0.76297, -2.46190, -0.44891)
C (-1.55438, -1.75188, -1.25868)
C (-2.80712, -2.22161, -1.63649)
C (-3.19656, -3.45898, -1.13347)
C (-3.75998, -1.44357, -2.45177)
C (-3.59195, -0.61719, -3.48783)
C (-2.39195, -0.21705, -4.24047)
C (-2.55043, 0.54153, -5.39102)
C (-1.39759, 0.84485, -6.10192)
N (-0.19694, 0.45276, -5.70739)
C (-0.13941, -0.24383, -4.57141)
N (-1.18314, -0.60358, -3.82720)
H (-2.62998, -5.16890, 0.05567)
H (-0.40434, -4.17581, 0.64349)
H (-1.15176, -0.82579, -1.62745)
H (-4.17384, -3.85210, -1.38479)
H (-4.79007, -1.61361, -2.15374)
H (-4.50824, -0.20349, -3.89629)
H (-3.52548, 0.86180, -5.73216)
H (-1.44624, 1.41833, -7.02135)
H (0.83518, -0.54212, -4.21302)

=====

Molecular formula: C31H25BrGeN2O2Pd
Method: DFT, wB97M-V/def2-TZVPD

The energy comes out at -169661.511 eV. The multiplicity is 2. Its relative energy (zero: lowest compared OMol25 entry of this formula, charge and spin) is 11.9 kJ/mol. As for the charge: +1. The value obtained for the HOMO energy (alpha / beta) is -0.4258 / -0.4290 Eh.

CARTESIAN COORDINATES (ANGSTROEM)
Pd (-0.89894, 0.68572, 1.28608)
O (-2.26748, -7.18573, -0.23150)
C (-1.42486, -6.31605, 0.35667)
O (-0.45349, -6.71194, 0.92889)
C (-1.74613, -4.84285, 0.26718)
C (-2.82625, -4.30936, -0.43178)
C (-3.03002, -2.94108, -0.48357)
C (-2.14673, -2.09098, 0.17149)
C (-1.08802, -2.61760, 0.89124)
C (-0.88291, -3.98597, 0.93292)
N (-2.25296, -0.65769, 0.14868)
C (-3.08483, -0.03659, -0.57386)
C (-3.11052, 1.44781, -0.55956)
C (-4.01062, 2.15002, -1.32548)
C (-3.97483, 3.54402, -1.28203)
C (-3.04985, 4.16417, -0.47168)
C (-2.17786, 3.37899, 0.28021)
N (-2.21296, 2.05537, 0.22967)
H (-3.01864, -6.73992, -0.63349)
H (-3.53571, -4.93810, -0.95592)
H (-3.88437, -2.56374, -1.02867)
H (-0.40867, -1.96184, 1.42003)
H (-0.05245, -4.40718, 1.48255)
H (-3.79062, -0.54215, -1.23049)
H (-4.72551, 1.62486, -1.94528)
H (-4.66648, 4.12701, -1.87527)
H (-2.99440, 5.24172, -0.40482)
H (-1.45032, 3.81129, 0.95552)
C (3.40482, 4.95632, 1.63734)
C (2.25744, 4.98002, 0.85312)
C (1.64459, 3.78986, 0.49514)
C (2.17332, 2.56862, 0.91936)
C (3.32453, 2.55404, 1.70537)
C (3.93960, 3.74780, 2.05898)
Ge (1.33751, 0.93272, 0.42146)
C (2.02467, -0.69141, 1.15717)
C (2.15691, -0.87047, 2.53810)
C (2.66931, -2.06082, 3.03480)
C (3.04346, -3.07526, 2.16167)
C (2.91538, -2.90433, 0.78908)
C (2.40038, -1.71903, 0.28470)
C (0.93685, 0.80876, -1.44830)
C (0.21553, -0.27773, -1.95759)
C (-0.00281, -0.39969, -3.32121)
C (0.49909, 0.56362, -4.18917)
C (1.21858, 1.64275, -3.69685)
C (1.43517, 1.77053, -2.33057)
H (3.88450, 5.88494, 1.91833)
H (1.84782, 5.92547, 0.52101)
H (0.75549, 3.81431, -0.12655)
H (3.74624, 1.61486, 2.04357)
H (4.83502, 3.73398, 2.66651)
H (1.85113, -0.08935, 3.22252)
H (2.77155, -2.19914, 4.10327)
H (3.43553, -4.00578, 2.55234)
H (3.21524, -3.69458, 0.11288)
H (2.30098, -1.59372, -0.78665)
H (-0.15666, -1.04662, -1.29154)
H (-0.54828, -1.25020, -3.71137)
H (0.33756, 0.46550, -5.25511)
H (1.61663, 2.38421, -4.37749)
H (2.00233, 2.61381, -1.95541)
Br (-0.32299, 1.74379, 3.33335)

=====

Molecular formula: C31H25N5O2S3W
Method: DFT, wB97M-V/def2-TZVPD

The energy comes out at -78414.091 eV. The multiplicity is 3. Its relative energy (zero: lowest compared OMol25 entry of this formula, charge and spin) is 0.0 kJ/mol. As for the charge: +2. The value obtained for the HOMO energy (alpha / beta) is -0.5032 / -0.5164 Eh.

CARTESIAN COORDINATES (ANGSTROEM)
W (-0.20269, -0.51035, -0.26456)
C (0.73912, 1.65602, 1.79576)
C (-0.25574, 1.75969, 0.80445)
C (0.02500, 2.42796, -0.39858)
C (1.28367, 2.97560, -0.60936)
C (2.24969, 2.87589, 0.38407)
C (1.98536, 2.21245, 1.58087)
H (0.50903, 1.16139, 2.73020)
H (-1.28719, 1.53283, 1.04610)
H (-0.76685, 2.56154, -1.12439)
H (1.49746, 3.51831, -1.52132)
H (3.21832, 3.33614, 0.23272)
H (2.74594, 2.15416, 2.34807)
S (0.33290, -4.96802, 0.46537)
C (1.12619, -4.65358, -1.04676)
C (1.75979, -5.56982, -1.87905)
C (2.34904, -5.09383, -3.03212)
C (2.30528, -3.73255, -3.34572)
C (1.66518, -2.82492, -2.52349)
C (1.06376, -3.29483, -1.35707)
N (0.36761, -2.55416, -0.39368)
C (-0.05510, -3.31704, 0.60806)
C (-0.76879, -2.69085, 1.70048)
C (-1.27774, -3.41573, 2.77494)
C (-1.94685, -2.74540, 3.78219)
C (-2.10712, -1.36794, 3.69356)
C (-1.60095, -0.65511, 2.61397)
C (-0.89377, -1.28544, 1.58416)
H (1.79420, -6.62169, -1.62945)
H (2.85321, -5.77977, -3.69862)
H (2.78604, -3.38310, -4.25025)
H (1.64255, -1.77543, -2.77190)
H (-1.16335, -4.49231, 2.82814)
H (-2.35056, -3.28864, 4.62525)
H (-2.64151, -0.84207, 4.47430)
H (-1.78315, 0.41226, 2.60363)
O (-2.16981, 0.09420, -0.67219)
N (-2.04548, -1.16303, -0.96836)
C (-2.91361, -1.86772, -1.58976)
C (-4.14034, -1.29951, -2.04764)
N (-5.07963, -0.79679, -2.47493)
C (-2.53891, -3.22317, -1.85870)
N (-2.18647, -4.28549, -2.11356)
S (4.34356, 0.04011, -1.13849)
C (2.66165, 0.15963, -1.22091)
N (1.98442, -0.35395, -0.22053)
C (2.85884, -0.86966, 0.75217)
C (2.51393, -1.42865, 1.98342)
C (3.52805, -1.87816, 2.80213)
C (4.87365, -1.77779, 2.42352)
C (5.22833, -1.20823, 1.22123)
C (4.20283, -0.75159, 0.39486)
H (2.16642, 0.60924, -2.06522)
H (1.48232, -1.48794, 2.29923)
H (3.28137, -2.31075, 3.76251)
H (5.64253, -2.14124, 3.09141)
H (6.26646, -1.11324, 0.93279)
C (-0.93459, -1.31749, -4.55259)
S (-0.22637, 0.18830, -3.90200)
C (-1.67048, 1.23555, -3.98900)
O (0.00536, -0.06131, -2.40907)
H (-1.91798, -1.50091, -4.12332)
H (-0.24538, -2.13077, -4.32959)
H (-1.01636, -1.19423, -5.63341)
H (-1.96555, 1.31595, -5.03590)
H (-1.38806, 2.22044, -3.62304)
H (-2.47688, 0.81213, -3.39033)

=====

Molecular formula: C31H25N5P2PbS2
Method: DFT, wB97M-V/def2-TZVPD

The energy comes out at -85486.894 eV. The multiplicity is 1. As for the charge: +2. The value obtained for the HOMO energy is -0.5093 Eh.

CARTESIAN COORDINATES (ANGSTROEM)
Pb (0.46622, 1.50624, -2.88375)
S (0.58115, 2.80032, -0.34676)
P (-0.64928, 1.71749, 0.78245)
C (-0.48543, -0.08161, 0.51411)
P (0.90081, -0.76543, -0.06841)
S (2.13963, -0.15208, -1.48527)
C (-1.31001, -1.04244, 1.32413)
C (-1.08241, -1.23335, 2.68594)
C (-1.85766, -2.13613, 3.39861)
C (-2.86377, -2.84872, 2.76277)
C (-3.07873, -2.68116, 1.40024)
C (-2.29685, -1.79152, 0.68148)
C (1.17402, -2.45906, 0.39561)
C (0.54975, -3.50017, -0.29218)
C (0.80144, -4.80473, 0.09476)
C (1.67435, -5.06442, 1.14491)
C (2.29918, -4.02605, 1.82067)
C (2.05061, -2.71262, 1.45181)
C (-2.35181, 2.23591, 0.58609)
C (-2.58168, 3.60419, 0.75417)
C (-3.86380, 4.10441, 0.62099)
C (-4.91598, 3.24891, 0.31179)
C (-4.68704, 1.89289, 0.13708)
C (-3.40366, 1.37948, 0.27477)
C (-0.21817, 1.91768, 2.51109)
C (1.12603, 1.94105, 2.88216)
C (1.46179, 1.98749, 4.22415)
C (0.45995, 2.00666, 5.19081)
C (-0.87674, 1.98505, 4.81952)
C (-1.22377, 1.93793, 3.47548)
H (-0.28845, -0.68577, 3.17994)
H (-1.66911, -2.28668, 4.45376)
H (-3.47673, -3.54022, 3.32638)
H (-3.85275, -3.24561, 0.89732)
H (-2.45322, -1.67120, -0.38527)
H (-0.13196, -3.29046, -1.10722)
H (0.31323, -5.62226, -0.41866)
H (1.86849, -6.08797, 1.43773)
H (2.97598, -4.23606, 2.63776)
H (2.53257, -1.89584, 1.97724)
H (-1.76058, 4.27270, 0.98470)
H (-4.04635, 5.16217, 0.75381)
H (-5.91805, 3.64343, 0.20598)
H (-5.50740, 1.22944, -0.10214)
H (-3.23802, 0.31920, 0.15211)
H (1.90089, 1.94713, 2.12358)
H (2.50188, 2.01789, 4.52174)
H (0.72580, 2.04863, 6.23929)
H (-1.65203, 2.00388, 5.57419)
H (-2.26614, 1.92111, 3.18394)
N (1.63025, -2.14182, -5.73419)
C (0.65390, -1.66310, -4.96271)
N (0.99412, -0.46202, -4.53455)
C (2.23101, -0.26673, -5.09298)
N (2.64400, -1.26809, -5.82923)
C (3.05524, 0.93636, -4.87131)
C (4.30662, 1.05902, -5.46991)
N (5.08615, 2.10954, -5.25605)
C (4.61921, 3.06875, -4.46316)
C (3.36807, 2.97943, -3.87896)
N (2.59414, 1.90891, -4.07219)
H (1.68027, -3.02178, -6.22679)
H (-0.26547, -2.18585, -4.75127)
H (4.66895, 0.27900, -6.12797)
H (5.25525, 3.92635, -4.28352)
H (2.98209, 3.77235, -3.25062)

=====

Molecular formula: C31H25N8NiS2
Method: DFT, wB97M-V/def2-TZVPD

The energy comes out at -107183.398 eV. The multiplicity is 1. As for the charge: +1. The value obtained for the HOMO energy is -0.3964 Eh.

CARTESIAN COORDINATES (ANGSTROEM)
Ni (-0.32275, 0.54727, 0.59241)
S (-7.10273, 2.09758, 1.55624)
C (-7.33340, 3.70781, 2.06432)
C (-6.15475, 4.37556, 2.19625)
C (-5.03974, 3.56306, 1.87797)
C (-5.39117, 2.29197, 1.51014)
C (-4.51358, 1.19100, 1.11524)
C (-3.11341, 1.39087, 1.09144)
N (-2.26892, 0.44335, 0.74826)
C (-2.74739, -0.77359, 0.40350)
C (-4.10194, -1.07773, 0.38242)
C (-4.48935, -2.40892, -0.01136)
C (-3.56507, -3.33812, -0.34515)
C (-2.15680, -3.03361, -0.31511)
C (-1.13254, -3.92946, -0.65409)
C (0.19167, -3.53583, -0.58659)
C (0.46109, -2.21957, -0.16045)
N (-0.48426, -1.35680, 0.14309)
C (-1.77608, -1.75151, 0.06776)
C (1.29877, -4.42212, -0.94861)
C (1.24383, -5.74061, -1.30250)
C (2.51421, -6.28867, -1.61024)
C (3.51492, -5.37622, -1.48721)
S (2.92779, -3.85037, -0.99736)
C (-4.98933, -0.05488, 0.75051)
H (-8.33014, 4.07528, 2.23911)
H (-6.08364, 5.40593, 2.50623)
H (-4.02377, 3.92377, 1.92709)
H (-2.67710, 2.34587, 1.34462)
H (-5.54297, -2.65287, -0.03487)
H (-3.87011, -4.33291, -0.64035)
H (-1.39273, -4.92899, -0.97700)
H (1.47724, -1.86282, -0.06080)
H (0.33138, -6.31552, -1.33791)
H (2.67416, -7.31271, -1.90684)
H (4.56941, -5.51642, -1.65204)
H (-6.05417, -0.25499, 0.74704)
C (3.42430, 1.54440, -3.03376)
C (2.06866, 0.87050, -3.07361)
N (1.49732, 0.93135, -1.73565)
C (2.21966, 0.72495, -0.60917)
N (1.57276, 0.49638, 0.51797)
C (2.31344, 0.34430, 1.77037)
C (3.64521, 1.06556, 1.71758)
C (4.39760, 0.60767, 0.48741)
N (3.56200, 0.77620, -0.69856)
C (4.26680, 0.85451, -1.97970)
H (3.30322, 2.59623, -2.77210)
H (3.91715, 1.47879, -4.00261)
H (2.16903, -0.17108, -3.39943)
H (1.38697, 1.37493, -3.75541)
H (0.49142, 0.90479, -1.63443)
H (2.47206, -0.72324, 1.96932)
H (1.69716, 0.73252, 2.58384)
H (4.22657, 0.86294, 2.61595)
H (3.47832, 2.14172, 1.65849)
H (4.71427, -0.43773, 0.58035)
H (5.29139, 1.21477, 0.34109)
H (4.54355, -0.15601, -2.30151)
H (5.18705, 1.41161, -1.80561)
N (-0.33199, 2.40652, 0.86328)
C (0.56083, 3.15351, 1.01557)
C (1.60295, 4.00686, 1.18492)
C (2.42490, 4.29548, 0.06230)
N (3.11126, 4.47294, -0.84463)
C (1.96412, 4.43351, 2.49256)
N (2.27542, 4.76104, 3.55004)